Entry from OMol25: a molecular structure, C20H27N3S2Yb (ωB97M-V/def2-TZVPD).

The HOMO-LUMO gap (alpha / beta) is 0.266 / 0.222 Eh. The value obtained for the LUMO energy (alpha / beta) is -0.3657 / -0.4102 hartree. As for the total charge: +3. For the total energy, the calculation gives -78824.370 eV. As for the relative energy (zero: lowest compared OMol25 entry of this formula, charge and spin): 0.000 eV. The spin multiplicity is 2. Its HOMO energy (alpha / beta) is -17.20 / -17.20 eV.

Positions of all 53 atoms, in Å:
Yb: -0.056 0.140 -0.213
S: -0.423 -2.599 -0.688
S: 1.125 0.828 2.216
C: -0.094 -3.881 0.560
C: 1.116 -2.570 -1.667
C: 2.341 -2.090 -0.910
N: 2.169 -0.690 -0.439
C: 3.126 -0.369 0.650
C: 2.754 0.904 1.396
H: 0.922 -1.907 -2.525
H: 1.284 -3.582 -2.047
H: 3.223 -2.148 -1.570
H: 2.535 -2.732 -0.042
H: 4.141 -0.266 0.231
H: 3.142 -1.216 1.346
H: 2.733 1.769 0.717
H: 3.511 1.102 2.165
C: 1.466 -0.395 3.524
H: 2.387 -0.076 -1.233
H: 1.774 -1.363 3.115
H: 0.515 -0.508 4.062
H: 2.229 0.012 4.200
H: -0.978 -3.902 1.208
H: 0.788 -3.654 1.164
H: 0.015 -4.842 0.049
C: 1.151 3.046 -4.360
C: -0.116 3.340 -4.014
H: 1.382 2.262 -5.094
H: 2.004 3.603 -3.950
H: -0.973 2.821 -4.463
H: -0.342 4.134 -3.291
C: -0.243 4.691 0.486
C: 0.261 3.436 0.114
N: -0.527 2.441 -0.319
C: -1.821 2.706 -0.643
C: -2.401 3.977 -0.354
C: -1.582 4.964 0.248
C: -3.790 4.144 -0.643
C: -4.549 3.153 -1.221
C: -4.000 1.881 -1.574
C: -4.742 0.819 -2.142
C: -4.127 -0.393 -2.389
C: -2.772 -0.538 -2.051
N: -2.078 0.421 -1.416
C: -2.629 1.646 -1.242
H: 0.426 5.407 0.964
H: 1.323 3.193 0.195
H: -2.018 5.927 0.517
H: -4.255 5.090 -0.352
H: -5.616 3.301 -1.397
H: -5.801 0.974 -2.367
H: -4.653 -1.247 -2.825
H: -2.216 -1.452 -2.258